An isolated molecule of C5H8N2. Source: OMol25; level of theory: ωB97M-V with the def2-TZVPD basis set.

Geometry as XYZ:
```
15
Properties=species:S:1:pos:R:3:lowdin_charge:R:1
C -2.3974 0.0312 -0.1367 -0.035
N -1.0212 0.0830 0.3095 -0.151
C -0.4528 -0.7116 1.2550 -0.184
N 0.8544 -0.7300 1.1774 0.095
C 1.1659 0.0757 0.1046 -0.357
C 2.5554 0.1500 -0.4473 -0.053
C 0.0211 0.6000 -0.4298 -0.049
H -2.4596 -0.5573 -1.0593 0.093
H -3.0139 -0.4499 0.6264 0.088
H -2.7858 1.0351 -0.3266 0.089
H -1.0514 -1.2568 1.9758 0.123
H 3.2896 -0.1156 0.3165 0.072
H 2.6581 -0.5733 -1.2659 0.075
H 2.7935 1.1409 -0.8467 0.072
H -0.1560 1.2786 -1.2530 0.121
```

E_HOMO: -8.46 eV
structure (SMILES): Cc1cn(C)cn1
HOMO-LUMO gap: 9.37 eV
lowest unoccupied orbital energy: 0.901 eV
charge: 0
E: -8294.846 eV
energy above the lowest of the compared OMol25 structures with the same formula, charge and spin: 3.5 kcal per mole